{"formula": "C5H7NO", "method": "ωB97M-V/def2-TZVPD", "gap_ev": 9.4, "spin_multiplicity": 1, "smiles": "C1=C[C@@H]2N[C@H]2CO1", "e_above_lowest_kj_mol": 527.9, "total_energy_ha": -324.523394, "e_homo_ev": -8.40, "symbols": ["C", "C", "C", "N", "C", "C", "O", "H", "H", "H", "H", "H", "H", "H"], "xyz": [[-0.283, -1.424, 0.751], [0.335, -1.383, -0.436], [0.075, -0.013, -1.162], [0.993, 1.014, -1.398], [0.696, 0.860, 0.053], [-0.610, 1.047, 0.716], [-0.952, -0.342, 1.334], [-0.480, -2.250, 1.365], [0.794, -2.155, -1.040], [-0.910, 0.408, -1.304], [0.690, 1.857, -1.883], [1.386, 0.205, 0.732], [-1.444, 1.503, 0.066], [-0.654, 1.544, 1.645]]}


{"formula": "C5H7NO", "method": "ωB97M-V/def2-TZVPD", "gap_ev": 10.1, "spin_multiplicity": 1, "smiles": "C[C@H](C#N)CC=O", "e_above_lowest_kj_mol": 183.5, "total_energy_ha": -324.654575, "e_homo_ev": -9.38, "symbols": ["C", "C", "C", "N", "C", "C", "O", "H", "H", "H", "H", "H", "H", "H"], "xyz": [[0.380, 1.407, 1.185], [-0.254, 0.107, 0.696], [0.628, -1.058, 0.921], [1.122, -2.029, 0.524], [-0.569, 0.062, -0.822], [-0.124, -1.245, -1.591], [-0.516, -1.420, -2.715], [0.658, 1.317, 2.239], [-0.316, 2.244, 1.073], [1.284, 1.634, 0.612], [-1.165, -0.091, 1.270], [-1.648, 0.197, -0.994], [-0.086, 0.912, -1.332], [0.607, -2.038, -1.067]]}


{"formula": "C5H7NO", "method": "ωB97M-V/def2-TZVPD", "gap_ev": [7.5, 7.9], "spin_multiplicity": 1, "smiles": "O=C1C=C=CN1.C", "e_above_lowest_kj_mol": 408.4, "total_energy_ha": -324.568927, "e_homo_ev": [-8.04, -8.70], "symbols": ["O", "C", "C", "C", "C", "N", "H", "H", "H", "C", "H", "H", "H", "H"], "xyz": [[2.689, -1.947, 0.655], [1.807, -1.173, 0.391], [0.347, -1.360, 0.264], [-0.155, -0.136, 0.512], [0.801, 0.862, 0.306], [1.987, 0.279, 0.498], [-0.108, -2.321, 0.466], [0.675, 1.875, -0.072], [2.886, 0.705, 0.662], [-2.171, 0.550, -0.780], [-2.738, 0.620, -1.707], [-2.301, 1.433, -0.151], [-2.468, -0.334, -0.214], [-1.120, 0.474, -1.084]]}


{"formula": "C5H7NO", "method": "ωB97M-V/def2-TZVPD", "gap_ev": 10.3, "spin_multiplicity": 1, "smiles": "NCc1ccoc1", "e_above_lowest_kj_mol": 353.9, "total_energy_ha": -324.589686, "e_homo_ev": -9.35, "symbols": ["N", "C", "C", "C", "C", "O", "C", "H", "H", "H", "H", "H", "H", "H"], "xyz": [[1.418, 1.293, 0.973], [0.067, 1.347, 0.618], [-0.480, 0.076, -0.051], [0.048, -1.207, 0.273], [-0.452, -1.982, -0.582], [-1.061, -1.229, -1.647], [-1.072, -0.049, -1.090], [1.871, 0.305, 1.119], [1.740, 1.650, -0.023], [-0.470, 1.528, 1.601], [-0.057, 2.184, -0.108], [0.327, -1.599, 1.334], [-0.433, -3.080, -0.666], [-1.446, 0.762, -1.750]]}


{"formula": "C5H7NO", "method": "ωB97M-V/def2-TZVPD", "gap_ev": 10.4, "spin_multiplicity": 1, "smiles": "O=C[C@H]1[C@H]2CCN21", "e_above_lowest_kj_mol": 267.6, "total_energy_ha": -324.622562, "e_homo_ev": -9.53, "symbols": ["O", "C", "C", "C", "C", "C", "N", "H", "H", "H", "H", "H", "H", "H"], "xyz": [[-1.976, -0.755, 1.605], [-0.773, -0.717, 1.506], [-0.037, -1.179, 0.278], [-0.107, -0.529, -1.038], [-0.286, 0.977, -0.932], [0.970, 0.946, -0.033], [1.169, -0.527, -0.238], [-0.142, -0.390, 2.359], [0.050, -2.266, 0.258], [-0.206, -1.111, -1.950], [-1.229, 1.329, -0.504], [-0.105, 1.489, -1.879], [0.849, 1.243, 1.015], [1.822, 1.490, -0.448]]}


{"formula": "C5H7NO2", "method": "ωB97M-V/def2-TZVPD", "gap_ev": 10.7, "spin_multiplicity": 1, "smiles": "C=C=C[C@H](O)C(N)=O", "e_above_lowest_kj_mol": 128.0, "total_energy_ha": -399.916812, "e_homo_ev": -9.90, "symbols": ["C", "C", "C", "C", "O", "C", "N", "O", "H", "H", "H", "H", "H", "H", "H"], "xyz": [[-2.392, -0.509, 0.445], [-1.164, -0.910, 0.359], [0.064, -1.307, 0.256], [1.235, -0.455, -0.215], [2.379, -0.722, 0.544], [0.890, 1.031, -0.094], [-0.018, 1.494, -0.972], [1.430, 1.718, 0.746], [-2.778, -0.065, 1.349], [-3.090, -0.622, -0.369], [0.351, -2.310, 0.539], [1.456, -0.703, -1.265], [2.497, 0.042, 1.136], [-0.340, 2.444, -0.878], [-0.520, 0.874, -1.582]]}


{"formula": "C5H7NO2", "method": "ωB97M-V/def2-TZVPD", "gap_ev": [10.7, 4.9], "spin_multiplicity": 1, "e_above_lowest_kj_mol": 529.8, "total_energy_ha": -399.763773, "e_homo_ev": [-10.36, -7.85], "symbols": ["C", "C", "C", "C", "C", "N", "O", "O", "H", "H", "H", "H", "H", "H", "H"], "xyz": [[2.947, 0.711, -0.075], [2.916, -0.701, 0.206], [-1.788, -0.866, 0.705], [-1.617, 0.554, 0.122], [-1.091, 0.504, -1.224], [1.859, -0.027, -0.386], [3.518, 1.746, 0.119], [3.515, -1.706, 0.509], [-1.995, -0.815, 1.758], [-2.623, -1.346, 0.222], [-0.886, -1.476, 0.614], [-0.645, 1.074, 0.669], [-2.630, 1.121, 0.151], [-0.937, 1.453, -1.685], [-0.543, -0.227, -1.703]]}


{"formula": "C5H7NO2", "method": "ωB97M-V/def2-TZVPD", "gap_ev": 10.4, "spin_multiplicity": 1, "e_above_lowest_kj_mol": 477.6, "total_energy_ha": -399.783672, "e_homo_ev": -9.64, "symbols": ["C", "C", "C", "C", "C", "H", "H", "H", "H", "H", "H", "H", "N", "O", "O"], "xyz": [[-0.981, -1.142, 0.266], [0.575, -1.532, 0.690], [0.897, -0.170, -0.066], [1.530, 1.184, 0.125], [-0.438, 0.225, 0.407], [-2.095, -1.150, -1.203], [-1.695, -1.422, 0.969], [1.037, -2.357, 0.259], [0.682, -1.371, 1.740], [0.977, -0.249, -1.158], [2.592, 1.413, 0.029], [-0.379, 0.291, 1.493], [0.657, 2.113, -0.075], [-1.283, -1.614, -1.059], [-0.618, 1.445, -0.208]]}


{"formula": "C5H7NO2", "method": "ωB97M-V/def2-TZVPD", "gap_ev": 8.9, "spin_multiplicity": 1, "smiles": "CC(=C=O)[C@H](N)C=O", "e_above_lowest_kj_mol": 276.0, "total_energy_ha": -399.860451, "e_homo_ev": -8.39, "symbols": ["C", "C", "C", "O", "C", "N", "C", "O", "H", "H", "H", "H", "H", "H", "H"], "xyz": [[0.460, 0.212, -1.550], [0.235, 0.793, -0.180], [-0.752, 1.708, -0.046], [-1.236, 2.776, -0.040], [0.349, -0.150, 1.006], [0.996, -1.389, 0.841], [-1.272, -0.274, 0.853], [-1.800, -1.213, 0.300], [1.456, -0.227, -1.609], [-0.272, -0.579, -1.741], [0.346, 0.975, -2.315], [0.628, 0.355, 1.929], [2.002, -1.341, 0.741], [0.560, -1.977, 0.142], [-1.699, 0.332, 1.668]]}


{"formula": "C5H7NO2", "method": "ωB97M-V/def2-TZVPD", "gap_ev": [7.2, 7.4], "spin_multiplicity": 1, "e_above_lowest_kj_mol": 548.7, "total_energy_ha": -399.756584, "e_homo_ev": [-8.00, -7.86], "symbols": ["C", "C", "C", "C", "C", "O", "O", "N", "H", "H", "H", "H", "H", "H", "H"], "xyz": [[-0.330, -0.821, -0.265], [0.128, 1.393, 0.175], [0.833, -0.526, 0.962], [-1.358, -1.678, 0.060], [0.060, 2.704, -0.080], [-0.584, 0.473, -0.638], [0.748, -1.478, -1.189], [0.779, 0.763, 1.195], [0.704, -1.084, -2.077], [1.449, -0.999, -0.098], [0.963, -1.207, 1.803], [-1.176, -2.737, 0.127], [-2.301, -1.269, 0.387], [0.623, 3.387, 0.533], [-0.537, 3.079, -0.894]]}


{"formula": "C5H7NO2", "method": "ωB97M-V/def2-TZVPD", "gap_ev": 9.0, "spin_multiplicity": 1, "e_above_lowest_kj_mol": 691.1, "total_energy_ha": -399.702345, "e_homo_ev": -9.21, "symbols": ["C", "C", "C", "C", "C", "H", "H", "H", "H", "H", "H", "H", "N", "O", "O"], "xyz": [[2.263, -0.956, 0.313], [0.209, 0.220, -0.210], [-1.672, 1.017, -1.195], [-1.287, 0.200, -0.112], [-1.894, -0.401, 0.909], [2.700, -0.091, -0.392], [2.183, -0.153, 1.392], [2.974, -1.865, 0.494], [0.428, 0.480, 0.811], [-2.622, 1.340, -1.430], [-1.119, -0.803, 1.481], [-3.031, 0.019, 1.316], [-0.569, 1.271, -1.917], [0.803, -1.084, -0.243], [0.632, 0.806, -1.214]]}


{"formula": "C5H7NO2", "method": "ωB97M-V/def2-TZVPD", "gap_ev": 8.3, "spin_multiplicity": 1, "smiles": "CNC(=O)/C=C\\C=O", "e_above_lowest_kj_mol": 395.1, "total_energy_ha": -399.815087, "e_homo_ev": -9.67, "symbols": ["C", "N", "C", "O", "C", "C", "C", "O", "H", "H", "H", "H", "H", "H", "H"], "xyz": [[-1.048, 0.274, -2.263], [-0.490, 0.168, -0.901], [0.782, -0.048, -0.766], [1.747, -0.320, -1.571], [1.232, -0.278, 0.702], [0.590, -0.189, 1.935], [-0.736, 0.179, 2.171], [-1.600, 0.244, 1.216], [-0.766, 1.332, -2.803], [-2.266, 0.244, -2.320], [-0.787, -0.678, -2.973], [-1.223, 0.577, -0.158], [2.215, -1.145, 0.622], [1.116, -0.471, 2.890], [-0.951, -0.053, 3.213]]}


{"formula": "C5H7NO2", "method": "ωB97M-V/def2-TZVPD", "gap_ev": 10.1, "spin_multiplicity": 1, "smiles": "CNC1(C(=O)O)C=C1", "e_above_lowest_kj_mol": 302.2, "total_energy_ha": -399.850472, "e_homo_ev": -9.41, "symbols": ["C", "N", "C", "C", "O", "O", "C", "C", "H", "H", "H", "H", "H", "H", "H"], "xyz": [[-1.662, 0.703, -0.477], [-0.559, 0.641, 0.462], [0.462, -0.363, 0.148], [1.806, 0.395, -0.047], [2.796, -0.141, -0.505], [1.839, 1.715, 0.271], [0.167, -1.696, -0.580], [0.543, -1.717, 0.678], [-1.320, 1.397, -1.204], [-1.899, -0.301, -0.850], [-2.492, 1.088, 0.029], [-0.918, 0.667, 1.432], [0.854, 1.791, 0.616], [-0.037, -1.993, -1.534], [0.420, -2.185, 1.561]]}


{"formula": "C5H7NO2", "method": "ωB97M-V/def2-TZVPD", "gap_ev": 8.5, "spin_multiplicity": 1, "e_above_lowest_kj_mol": 1083.8, "total_energy_ha": -399.552758, "e_homo_ev": -9.05, "symbols": ["C", "C", "C", "C", "C", "H", "H", "H", "H", "H", "H", "H", "N", "O", "O"], "xyz": [[-0.009, -0.655, 0.096], [-1.351, -0.793, -0.525], [-0.436, 0.887, 0.042], [1.274, -0.805, -0.764], [2.130, 0.417, -0.356], [1.258, -1.709, 1.473], [-0.447, -0.268, 2.283], [-2.045, -1.227, 0.442], [-1.920, -1.449, -1.607], [1.357, -1.582, -1.564], [3.063, 0.737, -1.136], [1.839, 1.083, 1.009], [0.047, -1.389, 1.211], [-1.564, 0.570, -0.550], [-0.072, 1.908, 0.508]]}


{"formula": "C5H7NO2", "method": "ωB97M-V/def2-TZVPD", "gap_ev": 9.8, "spin_multiplicity": 1, "smiles": "O=C1[C@@H]2CO[C@H]1CN2", "e_above_lowest_kj_mol": 171.5, "total_energy_ha": -399.900227, "e_homo_ev": -8.87, "symbols": ["O", "C", "C", "C", "O", "C", "C", "N", "H", "H", "H", "H", "H", "H", "H"], "xyz": [[2.441, -0.620, -0.126], [1.269, -0.410, -0.108], [0.326, 0.389, -0.986], [0.177, 1.498, 0.031], [-0.066, 0.779, 1.240], [0.267, -0.530, 1.049], [-0.887, -1.199, 0.275], [-0.809, -0.472, -0.988], [0.606, 0.710, -1.979], [-0.731, 2.094, -0.223], [1.038, 2.130, 0.133], [0.664, -0.985, 1.948], [-1.846, -0.984, 0.790], [-0.765, -2.289, 0.248], [-1.684, -0.110, -1.304]]}


{"formula": "C5H7NO2PS", "method": "ωB97M-V/def2-TZVPD", "gap_ev": 8.0, "charge": -1, "spin_multiplicity": 1, "e_above_lowest_kj_mol": 0.0, "total_energy_ha": -1139.539993, "e_homo_ev": -4.88, "symbols": ["C", "C", "C", "C", "C", "N", "O", "O", "P", "S", "H", "H", "H", "H", "H", "H", "H"], "xyz": [[-0.940, 1.169, 0.437], [-2.830, 0.091, -0.434], [-0.420, -0.079, 1.126], [2.284, 0.100, 0.721], [0.620, -0.779, -1.381], [-2.054, 1.137, -0.259], [-0.218, 2.155, 0.585], [-3.763, -0.001, -1.190], [0.883, -1.101, 0.426], [-2.458, -1.412, 0.621], [-0.438, -0.063, 2.209], [3.161, -0.252, 0.184], [2.507, 0.128, 1.786], [1.996, 1.094, 0.386], [-0.450, -0.726, -1.566], [1.028, -1.611, -1.954], [1.093, 0.151, -1.695]]}


{"formula": "C5H7NO2S", "method": "ωB97M-V/def2-TZVPD", "gap_ev": 9.6, "spin_multiplicity": 1, "smiles": "C/N=C1/CO1.O=C1CS1", "e_above_lowest_kj_mol": 375.4, "total_energy_ha": -797.998957, "e_homo_ev": -9.09, "symbols": ["C", "N", "C", "C", "O", "H", "H", "H", "H", "H", "O", "C", "C", "S", "H", "H"], "xyz": [[2.299, -0.556, 1.472], [1.109, -0.236, 0.736], [1.041, 0.594, -0.196], [0.518, 1.267, -1.294], [1.871, 1.499, -0.748], [3.118, -1.287, 1.103], [2.839, 0.425, 1.576], [1.903, -0.943, 2.457], [0.430, 0.812, -2.242], [-0.126, 2.108, -1.085], [-2.946, 1.296, -0.794], [-2.623, 0.234, -0.323], [-2.460, -1.217, -0.519], [-1.940, -0.454, 1.141], [-3.408, -1.859, -0.335], [-1.624, -1.682, -0.949]]}


{"formula": "C5H7NO3", "method": "ωB97M-V/def2-TZVPD", "gap_ev": [8.1, 8.1], "spin_multiplicity": 1, "e_above_lowest_kj_mol": 669.7, "total_energy_ha": -474.993924, "e_homo_ev": [-8.22, -8.21], "symbols": ["C", "C", "C", "C", "C", "N", "O", "O", "O", "H", "H", "H", "H", "H", "H", "H"], "xyz": [[1.424, -0.603, -0.214], [0.271, -1.532, -0.415], [-0.808, -0.924, 0.641], [-1.617, 1.356, -0.543], [-0.838, 0.509, 0.254], [1.262, 0.700, -0.600], [2.402, -0.899, 0.451], [-1.139, 1.705, 0.818], [1.908, 1.652, 0.074], [-0.037, -1.317, -1.487], [0.533, -2.500, -0.232], [-1.763, -1.411, 0.735], [-0.379, -0.966, 1.601], [-1.155, 1.845, -1.403], [-2.726, 1.167, -0.408], [2.662, 1.218, 0.729]]}


{"formula": "C5H7NO4", "method": "ωB97M-V/def2-TZVPD", "gap_ev": 10.5, "spin_multiplicity": 1, "smiles": "CC(=O)COC(=O)C#N.O", "e_above_lowest_kj_mol": 119.5, "total_energy_ha": -550.392540, "e_homo_ev": -10.47, "symbols": ["C", "C", "O", "C", "O", "C", "O", "C", "N", "H", "H", "H", "H", "H", "O", "H", "H"], "xyz": [[1.475, 2.439, 0.053], [0.453, 1.367, -0.178], [-0.742, 1.575, -0.153], [0.985, -0.055, -0.166], [-0.038, -0.919, -0.647], [0.040, -2.205, -0.378], [1.044, -2.796, -0.097], [-1.318, -2.741, -0.061], [-2.134, -3.183, 0.653], [0.981, 3.382, 0.310], [2.191, 2.154, 0.836], [2.049, 2.573, -0.877], [1.866, -0.154, -0.816], [1.300, -0.298, 0.860], [-2.918, -0.372, -0.089], [-2.135, 0.196, -0.005], [-3.100, -0.964, 0.754]]}


{"formula": "C5H7NOS", "method": "ωB97M-V/def2-TZVPD", "gap_ev": 8.5, "spin_multiplicity": 1, "smiles": "S/N=C/C1=CCCO1", "e_above_lowest_kj_mol": 220.8, "total_energy_ha": -722.833969, "e_homo_ev": -8.11, "symbols": ["S", "N", "C", "C", "C", "C", "C", "O", "H", "H", "H", "H", "H", "H", "H"], "xyz": [[4.090, -0.230, 0.000], [2.423, 0.228, -0.094], [1.564, -0.718, -0.015], [0.203, -0.306, -0.067], [-0.380, 0.914, -0.045], [-1.884, 0.766, -0.051], [-2.013, -0.767, 0.078], [-0.726, -1.361, -0.158], [4.397, 1.060, -0.035], [1.805, -1.749, 0.003], [0.142, 1.807, -0.018], [-2.358, 1.203, -0.969], [-2.247, 1.321, 0.843], [-2.721, -1.186, -0.575], [-2.296, -0.982, 1.102]]}